{
  "formula": "C19H34F6OP2Sn",
  "method": "ωB97M-V with the def2-TZVPD basis set",
  "symbols": ["P", "P", "C", "C", "H", "H", "H", "H", "C", "H", "H", "H", "C", "H", "H", "H", "C", "H", "H", "H", "C", "H", "H", "H", "Sn", "C", "C", "C", "C", "C", "C", "C", "C", "C", "H", "H", "H", "H", "H", "H", "H", "H", "H", "H", "H", "H", "H", "H", "H", "C", "C", "O", "C", "F", "F", "F", "C", "F", "F", "F", "H", "H", "H"],
  "xyz": [[-0.3178, -2.1903, -2.2959], [-0.1544, 1.6658, -2.6167], [-0.9197, -0.9621, -3.4909], [-0.0361, 0.2673, -3.7810], [-1.9398, -0.6510, -3.1974], [-1.0541, -1.5234, -4.4366], [1.0142, -0.0117, -3.8797], [-0.3347, 0.6815, -4.7569], [-1.7145, 2.4627, -3.0830], [-2.0370, 3.1023, -2.2548], [-2.4928, 1.7134, -3.2824], [-1.5543, 3.0796, -3.9813], [1.1752, 2.8270, -3.0346], [0.8531, 3.5136, -3.8287], [2.0802, 2.2838, -3.3277], [1.4363, 3.4329, -2.1682], [-1.7083, -3.1254, -1.6761], [-1.4649, -3.6419, -0.7392], [-2.0005, -3.8833, -2.4182], [-2.5784, -2.4741, -1.5079], [0.8093, -3.2497, -3.2574], [1.6748, -2.6848, -3.6267], [0.2660, -3.6499, -4.1185], [1.1596, -4.0753, -2.6268], [-2.3012, -1.2858, 2.6971], [1.1750, 1.9373, -0.2334], [-0.0813, 1.5349, -0.8329], [-0.7901, 0.2656, -0.2708], [0.0908, -0.9529, 0.0573], [0.9537, -1.5044, -1.1401], [1.9628, -0.5699, -1.5834], [2.8060, 0.0882, -0.5662], [2.1360, 1.1044, 0.4242], [-0.8028, -2.7802, 3.3059], [1.4349, 2.9979, -0.3144], [-0.7821, 2.3738, -0.6299], [-1.5664, -0.0391, -0.9870], [-1.3188, 0.5733, 0.6438], [0.7218, -0.7663, 0.9362], [-0.5927, -1.7277, 0.4379], [1.4533, -2.4015, -0.7367], [2.4698, -0.8074, -2.5159], [3.5657, 0.6803, -1.1144], [3.2916, -0.6850, 0.0590], [1.6705, 0.6301, 1.3027], [2.9234, 1.7641, 0.8466], [-0.1459, -2.3782, 4.0846], [-0.2097, -3.0180, 2.4210], [-1.3225, -3.6657, 3.6703], [-1.5294, 0.6014, 5.4144], [-0.6190, 0.8077, 4.2261], [-0.7308, -0.0438, 3.1312], [-0.8312, 2.2541, 3.6546], [-0.8457, 3.2143, 4.6204], [0.1100, 2.6014, 2.7415], [-2.0413, 2.2998, 3.0139], [0.8587, 0.6478, 4.7379], [1.1701, 1.5359, 5.7269], [1.0203, -0.6082, 5.2634], [1.7802, 0.7784, 3.7566], [-2.5765, 0.5709, 5.1099], [-1.3749, 1.4214, 6.1246], [-1.2935, -0.3559, 5.9039]],
  "fmax_ev_per_a": 3.18,
  "de_lowest_kj_mol": 361.23,
  "energy_ev": -63008.901,
  "gap_ev": [3.030, 2.715]
}